C32H62F2NO25S4Tl as an isolated structure. Source: the Open Molecules 2025 dataset; level of theory: wB97M-V/def2-TZVPD.

Last column: Löwdin charge in e.
CARTESIAN COORDINATES (ANGSTROEM)
Tl -0.121 -0.063 0.194  1.4099
F -1.811 0.855 -2.052  -0.3971
F 2.172 -0.844 1.906  -0.4040
N -3.978 -1.347 1.253  -0.6367
O -3.107 -0.554 0.989  0.0321
O -3.843 -2.099 2.233  0.0266
O -4.976 -1.376 0.606  0.0627
O 0.889 -0.360 -2.733  0.0633
C 0.681 -0.307 -3.934  -0.4404
O 1.551 -0.647 -4.912  -0.0038
C 1.073 -0.648 -6.237  -0.1681
C -0.097 0.320 -6.208  -0.1068
C -0.533 0.087 -4.717  -0.0795
H 0.788 -1.677 -6.459  0.1285
H 1.876 -0.421 -6.938  0.1245
H -0.917 0.105 -6.893  0.1126
H 0.218 1.363 -6.249  0.1112
H -1.213 -0.763 -4.661  0.1127
H -0.981 0.957 -4.237  0.0981
O -0.603 0.059 3.160  0.0546
C -0.902 -0.329 4.278  -0.4745
O -0.119 -0.193 5.311  0.0469
C -0.660 -0.633 6.533  -0.1527
C -1.745 -1.537 6.064  -0.1692
C -2.196 -0.966 4.742  -0.0589
H -1.148 0.174 7.080  0.1312
H 0.077 -1.134 7.161  0.1333
H -2.621 -1.489 6.710  0.1194
H -1.464 -2.569 5.855  0.1123
H -2.912 -0.146 4.803  0.1416
H -2.521 -1.683 3.988  0.1027
O -0.701 -2.583 1.721  0.0715
C -0.344 -3.612 2.217  -0.4548
O -0.850 -4.797 1.819  0.0370
C -0.173 -5.882 2.420  -0.1639
C 0.934 -5.255 3.215  -0.1811
C 0.599 -3.833 3.358  -0.0639
H 0.188 -6.613 1.696  0.1310
H -0.806 -6.410 3.134  0.1224
H 1.843 -5.479 2.657  0.1143
H 1.016 -5.773 4.171  0.1180
H 1.398 -3.092 3.331  0.1312
H 0.063 -3.729 4.301  0.1240
O 1.156 2.250 1.667  0.0669
C 1.890 2.647 2.544  -0.4086
O 2.379 3.916 2.528  0.0135
C 3.308 4.128 3.544  -0.1839
C 3.082 3.018 4.610  -0.1295
C 2.372 1.924 3.814  -0.0500
H 3.194 5.169 3.846  0.1225
H 4.365 4.076 3.281  0.1155
H 2.393 3.341 5.390  0.1100
H 4.057 2.770 5.029  0.1093
H 1.421 1.648 4.267  0.1097
H 2.966 1.068 3.494  0.1227
O 2.756 0.626 -0.754  0.0296
C 3.459 1.331 -1.511  -0.4516
O 3.843 0.920 -2.710  0.0497
C 4.760 1.903 -3.279  -0.1119
C 5.311 2.666 -2.041  -0.1442
C 4.093 2.655 -1.179  -0.0913
H 4.362 2.636 -3.981  0.1250
H 5.602 1.438 -3.791  0.1197
H 5.639 3.694 -2.196  0.1211
H 6.101 2.014 -1.669  0.1185
H 3.519 3.524 -1.501  0.1035
H 4.299 2.738 -0.112  0.1366
O 1.225 -2.420 -0.711  -0.3756
S 2.273 -3.497 -0.696  0.7520
O 2.028 -4.810 -0.093  -0.2968
O 2.801 -3.789 -2.278  -0.2608
C 3.247 -2.719 -3.097  -0.2596
C 4.733 -3.033 -3.443  -0.0486
C 3.818 -2.896 0.102  -0.0992
H 3.221 -1.777 -2.549  0.0893
H 2.571 -2.571 -3.939  0.1115
H 4.736 -3.904 -4.099  0.0705
H 5.333 -3.341 -2.586  0.0639
H 5.253 -2.212 -3.935  0.0701
H 4.689 -3.525 -0.084  0.0676
H 3.599 -2.799 1.165  0.0509
H 3.997 -1.868 -0.214  0.0548
O -3.148 4.497 0.083  -0.2935
S -3.357 3.112 0.407  0.6571
O -2.195 2.284 0.731  -0.3230
O -4.420 3.038 1.684  -0.2402
C -5.711 3.580 1.440  -0.2687
C -6.920 2.524 1.419  -0.0549
C -4.277 2.264 -0.924  -0.0973
H -5.855 4.345 0.678  0.1126
H -5.908 4.082 2.388  0.1094
H -7.764 2.752 0.768  0.0676
H -7.258 2.352 2.441  0.0639
H -6.721 1.487 1.149  0.0615
H -5.239 2.764 -1.037  0.0565
H -4.537 1.247 -0.629  0.0583
H -3.770 2.268 -1.889  0.0572
O -1.331 -2.463 -1.111  -0.3644
S -2.020 -3.017 -2.310  0.7394
O -1.340 -3.095 -3.609  -0.2854
O -2.589 -4.503 -1.788  -0.2654
C -3.256 -4.617 -0.496  -0.2611
C -4.406 -5.568 -0.549  -0.0760
C -3.675 -2.249 -2.462  -0.0891
H -3.642 -3.724 -0.004  0.1016
H -2.553 -5.088 0.191  0.1036
H -5.362 -5.092 -0.330  0.0785
H -4.240 -6.426 0.103  0.0750
H -4.535 -6.155 -1.458  0.0803
H -3.656 -1.260 -2.005  0.0505
H -4.482 -2.799 -1.977  0.0614
H -3.947 -2.151 -3.513  0.0661
O 1.175 2.833 -3.420  -0.2885
S 0.709 3.380 -2.140  0.7389
O 0.693 2.635 -0.867  -0.3501
O 1.637 4.770 -1.911  -0.2923
C 1.751 5.234 -0.544  -0.2645
C 2.426 6.614 -0.514  -0.0581
C -1.028 4.163 -2.440  -0.0491
H 2.330 4.626 0.152  0.0918
H 0.704 5.311 -0.252  0.1199
H 2.173 7.266 -1.349  0.0741
H 3.504 6.473 -0.589  0.0701
H 2.208 7.217 0.368  0.0788
H -0.865 5.239 -2.482  0.0576
H -1.636 3.985 -1.553  0.0124
H -1.540 3.856 -3.353  0.0663

=====

A 12-piece molecular cluster, C32H62N6O6S6 overall. Source: the Open Molecules 2025 dataset; level of theory: wB97M-V/def2-TZVPD.

Last column: Löwdin charge in e.
CARTESIAN COORDINATES (ANGSTROEM)
C 2.372 -1.171 2.682  -0.2830
S 2.522 -2.191 4.225  0.8488
O 1.630 -3.444 4.208  -0.5857
C 4.205 -2.849 3.885  -0.2608
H 3.108 -0.379 2.817  0.0206
H 1.371 -0.746 2.598  0.0307
H 2.711 -1.675 1.777  0.0523
H 4.493 -3.563 4.656  0.0478
H 4.942 -2.048 3.940  0.0475
H 4.271 -3.384 2.938  0.0545
C -6.084 -1.660 -1.799  -0.2342
S -4.760 -1.226 -3.004  0.8686
O -3.559 -1.007 -2.097  -0.5883
C -4.545 -2.823 -3.849  -0.2482
H -6.198 -0.889 -1.037  0.0630
H -5.881 -2.662 -1.421  0.0373
H -7.052 -1.656 -2.299  0.0540
H -4.168 -2.742 -4.869  0.0553
H -5.487 -3.323 -4.073  0.0598
H -3.883 -3.407 -3.209  0.0417
C 2.924 2.366 -2.464  -0.2507
S 1.887 3.876 -2.218  0.8709
O 0.572 3.572 -2.964  -0.5906
C 1.510 3.659 -0.404  -0.2557
H 3.883 2.287 -1.952  0.0335
H 3.161 2.289 -3.525  0.0434
H 2.339 1.480 -2.216  0.0123
H 2.415 3.492 0.180  0.0309
H 0.883 2.791 -0.205  -0.0005
H 0.949 4.511 -0.021  0.0473
C -0.861 -3.613 -3.265  -0.2557
S 0.128 -3.232 -1.785  0.8875
O 0.863 -1.956 -2.139  -0.5929
C 1.324 -4.607 -2.071  -0.2252
H -1.611 -2.825 -3.326  0.0204
H -1.396 -4.563 -3.250  0.0577
H -0.276 -3.668 -4.183  0.0667
H 1.843 -4.403 -3.007  0.0565
H 0.726 -5.518 -2.112  0.0540
H 2.065 -4.563 -1.273  0.0532
C -3.951 -3.007 0.623  -0.2669
S -5.412 -3.413 1.657  0.8533
O -5.642 -4.889 1.288  -0.5980
C -4.515 -3.552 3.328  -0.2304
H -3.321 -2.277 1.131  0.0422
H -4.145 -2.658 -0.392  -0.0090
H -3.396 -3.932 0.466  0.0582
H -3.815 -4.371 3.498  0.0630
H -5.314 -3.711 4.051  0.0344
H -4.205 -2.563 3.667  0.0346
C -3.887 1.357 2.119  -0.2504
S -3.069 2.722 3.048  0.8096
O -4.180 3.642 3.482  -0.5568
C -2.590 1.726 4.528  -0.2392
H -3.238 0.535 1.816  0.0372
H -4.248 1.693 1.147  0.0245
H -4.760 1.042 2.690  0.0530
H -2.477 2.325 5.432  0.0584
H -1.634 1.247 4.315  0.0352
H -3.335 0.956 4.727  0.0412
C -1.139 -0.009 -0.936  -0.0678
C 0.195 0.170 -0.334  -0.2225
N 1.239 0.323 0.152  0.1806
H -1.952 0.474 -0.394  0.0647
H -1.369 -1.017 -0.589  0.0554
H -1.144 -0.148 -2.017  0.0646
C 0.680 0.189 -3.992  -0.1013
C 1.429 0.647 -5.158  -0.2610
N 1.969 1.055 -6.148  0.1208
H 1.288 -0.128 -3.145  0.0262
H 0.180 -0.706 -4.362  0.0734
H -0.060 0.940 -3.713  0.0799
N 1.617 1.782 3.628  0.0237
C 1.723 2.365 4.903  -0.1170
C 0.881 3.418 4.931  -0.1239
C 0.149 3.405 3.758  -0.1507
C 0.636 2.416 2.951  -0.1518
H 2.080 0.959 3.270  0.0617
H 2.312 2.045 5.750  0.1055
H 0.655 4.028 5.794  0.1046
H -0.729 3.996 3.542  0.0733
H 0.406 1.975 1.992  0.0858
N -4.757 2.460 -2.024  0.0058
C -5.042 3.665 -1.412  -0.1133
C -3.941 4.011 -0.618  -0.0931
C -2.965 3.019 -0.862  -0.1282
C -3.493 2.064 -1.716  -0.1565
H -5.277 1.866 -2.653  0.1304
H -5.992 4.135 -1.620  0.1011
H -3.860 4.887 0.008  0.0992
H -2.008 3.098 -0.368  0.0900
H -3.070 1.152 -2.112  0.0608
N 6.132 2.339 2.364  -0.0137
C 4.792 2.112 2.196  -0.1302
C 4.618 1.760 0.875  -0.1252
C 5.869 2.035 0.213  -0.1047
C 6.817 2.268 1.188  -0.1267
H 6.612 2.522 3.234  0.1471
H 4.131 2.167 3.048  0.0899
H 3.705 1.410 0.416  0.0542
H 6.101 1.909 -0.834  0.0830
H 7.855 2.565 1.194  0.1099
N 3.609 -1.206 -2.208  0.0125
C 3.920 -1.490 -3.509  -0.1306
C 5.271 -1.177 -3.711  -0.1178
C 5.760 -0.780 -2.509  -0.1382
C 4.743 -0.846 -1.544  -0.1277
H 2.724 -1.321 -1.736  0.0828
H 3.112 -1.906 -4.092  0.0994
H 5.769 -1.273 -4.664  0.0963
H 6.790 -0.467 -2.414  0.0935
H 4.824 -0.555 -0.507  0.0865

Results
energy relative to the best compared isomer or geometry (same formula, charge and spin) = 62.6 kcal/mol

=====

Number 1: HOMO-LUMO gap 0.1268 Eh, maximum force 4.29 eV/Å. Number 2: HOMO-LUMO gap 0.2811 Eh, maximum force 5.54 eV/Å.